[1]
CsF6N3O12S6 | the ωB97M-V functional and the def2-TZVPD basis

As for the charge: -2. The HOMO-LUMO gap comes out at 0.2994 Eh. Its energy relative to the best compared isomer or geometry (same formula, charge and spin) is 0.00 kJ/mol.

Geometry as XYZ:
```
28
Properties=species:S:1:pos:R:3:forces:R:3
Cs -0.175533 0.273515 2.067267 0.14 -0.31 -0.45
N -1.198138 -2.158135 -2.603862 2.16 -3.21 1.59
S -0.661222 -0.826951 -2.064971 -2.67 4.69 1.22
O -0.112133 0.051377 -3.044541 0.94 -0.36 0.22
O -0.248604 -0.734219 -0.669397 0.43 -0.60 -1.11
F -2.145680 -0.135340 -1.909297 0.24 -0.19 -0.04
S -0.008967 -3.236722 -2.074524 0.31 -1.37 -2.12
O -0.192015 -4.042630 -0.902680 -0.99 0.76 -0.67
O 1.323705 -2.795567 -2.350947 -0.54 0.36 0.22
F -0.288152 -4.226518 -3.326005 -0.19 -0.19 0.68
N -2.614899 4.892266 1.555601 0.12 -2.81 1.73
S -3.014319 3.473851 2.278038 0.69 0.84 1.74
O -2.031697 2.455286 2.130913 0.54 -0.43 -0.75
O -4.388317 3.054551 2.296114 0.99 0.72 0.19
F -2.625866 3.962752 3.768681 -0.70 -0.08 -0.20
S -3.817157 5.167323 0.643873 -3.31 1.67 -4.33
O -4.922515 5.902721 1.188477 0.33 -0.23 0.69
O -4.177297 4.133633 -0.307805 0.78 0.64 0.96
F -3.135521 6.295409 -0.259503 0.44 -0.14 0.10
N 4.391306 -1.759679 0.956821 1.10 -3.13 -1.84
S 4.618614 -3.260792 0.283189 4.27 -2.03 1.52
O 4.667429 -3.410883 -1.148547 -0.53 0.65 1.11
O 4.153012 -4.348568 1.094834 -0.38 0.52 -0.58
F 6.193524 -3.266053 0.716257 -0.18 0.07 -0.48
S 2.984635 -1.600290 0.363729 -5.49 3.89 0.14
O 1.976819 -2.577175 0.733707 1.21 0.41 -0.60
O 2.807965 -0.866314 -0.857433 0.79 -0.93 0.49
F 2.641026 -0.416849 1.442012 -0.47 0.77 0.58
```
Forces are in eV/Å.

[2]
C28H64IrN3O2PSSeSi4 | the ωB97M-V functional and the def2-TZVPD basis

As for the charge: +1. The HOMO-LUMO gap (spin up / spin down) comes out at 0.2682 / 0.2234 Eh. Its energy relative to the best compared isomer or geometry (same formula, charge and spin) is 0.00 kJ/mol. As for the spin multiplicity: 5.

Geometry as XYZ:
```
105
Properties=species:S:1:pos:R:3:forces:R:3
Ir 0.841686 0.316326 -0.048151 -0.15 0.11 -0.29
C 1.230736 1.369862 5.246146 -0.04 0.03 -0.12
Si 1.201719 1.627660 3.377257 0.08 0.30 0.10
C -0.454954 2.431886 2.951101 0.08 -0.07 0.03
C 2.598110 2.832591 2.963732 -0.14 -0.11 0.04
Si 1.476343 -0.346263 2.133787 0.11 -0.36 0.61
Si 3.722612 -1.080723 2.080306 -0.05 0.08 0.02
C 4.768652 0.255248 1.264284 0.03 -0.09 0.03
C 4.324434 -1.390732 3.834818 0.04 0.02 -0.10
C 3.866944 -2.658588 1.074693 0.03 0.12 0.00
Si 0.075280 -1.945487 3.158230 0.07 0.06 -0.16
C -1.680326 -1.252945 3.175224 0.08 -0.08 0.04
C 0.118693 -3.585158 2.229224 -0.02 0.04 0.08
C 0.625237 -2.289710 4.921339 -0.15 -0.16 -0.07
H 1.266885 2.354674 5.720678 0.01 0.00 0.03
H 2.099111 0.804333 5.586174 0.01 -0.02 -0.01
H 0.331246 0.867906 5.607119 0.02 -0.02 -0.02
H -0.460765 3.477363 3.270242 -0.01 0.02 0.03
H -1.273371 1.921335 3.465133 0.00 -0.02 -0.03
H -0.647224 2.398713 1.877914 0.03 0.02 -0.01
H 2.399897 3.810297 3.410925 -0.01 0.01 0.01
H 2.703840 2.956698 1.885936 0.02 0.00 -0.05
H 3.547544 2.471516 3.363941 0.01 0.00 -0.01
H 4.895345 1.129527 1.903758 -0.03 0.00 0.02
H 4.325752 0.583908 0.321854 0.00 0.00 -0.02
H 5.761272 -0.143772 1.040016 0.02 0.02 0.00
H 4.094801 -0.561959 4.506159 -0.01 0.02 0.00
H 5.408842 -1.527261 3.832869 0.01 -0.01 0.01
H 3.880755 -2.297495 4.247647 -0.03 0.00 0.02
H 3.543767 -2.485970 0.046960 0.08 0.01 0.09
H 3.266804 -3.467348 1.491094 -0.04 -0.04 0.03
H 4.907326 -2.991072 1.046758 0.03 0.00 0.02
H -1.933842 -0.775264 2.227296 -0.01 -0.01 -0.06
H -1.795403 -0.506111 3.964303 0.02 0.01 0.00
H -2.398050 -2.054462 3.368663 -0.05 0.02 0.01
H 0.034438 -3.473619 1.148127 0.04 -0.03 0.08
H -0.691513 -4.236042 2.569689 0.00 0.00 0.01
H 1.057720 -4.099364 2.439224 0.05 -0.03 -0.02
H 0.492412 -1.450457 5.602070 0.01 0.06 -0.05
H 1.667387 -2.605500 4.963403 0.03 0.01 0.00
H 0.016627 -3.119732 5.295025 0.03 0.01 0.06
C -1.137590 -3.717237 -5.678211 -0.02 -0.01 -0.02
C -0.305304 -2.908147 -4.723581 0.00 0.01 0.03
C 0.049811 -1.597697 -5.013370 -0.04 -0.02 0.01
C 0.827135 -0.838383 -4.145830 -0.02 0.04 -0.01
C 1.168676 0.583564 -4.497825 0.02 -0.02 0.03
C 1.261896 -1.425424 -2.956194 0.12 0.05 -0.02
Se 2.382167 -0.402878 -1.774023 -0.04 0.00 0.03
C 0.959890 -2.756586 -2.651741 0.00 -0.04 -0.06
C 1.529672 -3.448233 -1.446561 -0.08 0.05 0.05
C 0.160213 -3.467876 -3.538701 0.02 0.02 -0.02
H -1.636499 -3.080186 -6.407286 0.00 0.00 -0.01
H -1.897399 -4.293585 -5.149462 0.00 -0.01 0.00
H -0.516334 -4.426635 -6.227938 0.00 0.00 0.00
H -0.290397 -1.147553 -5.939250 -0.01 0.01 -0.03
H 0.733787 0.857032 -5.456743 -0.02 0.01 -0.05
H 2.249710 0.731307 -4.556861 -0.02 -0.03 0.00
H 0.799746 1.275871 -3.737477 -0.03 0.00 0.00
H 1.434906 -2.841145 -0.543410 -0.05 -0.04 -0.04
H 2.597642 -3.636712 -1.581435 -0.03 0.00 -0.03
H 1.040997 -4.407410 -1.280314 -0.01 -0.02 0.01
H -0.080200 -4.500826 -3.309343 -0.01 -0.01 0.00
O 1.003205 2.492851 -0.159526 -0.02 -0.04 0.15
S 1.214742 3.252504 -1.477019 0.03 0.15 -0.19
C 2.562373 4.391794 -1.090607 -0.02 -0.06 -0.04
C 1.929273 5.508614 -0.275177 0.01 0.02 0.03
C 0.668748 5.883588 -1.048971 0.01 0.04 -0.03
C -0.042950 4.572699 -1.386815 0.02 -0.07 0.07
H 2.950224 4.749791 -2.047237 0.00 0.00 -0.01
H 3.332293 3.806058 -0.590598 0.00 0.00 0.02
H 2.613745 6.348245 -0.162429 -0.01 0.01 0.00
H 1.679350 5.139478 0.721543 0.00 0.00 0.00
H 0.943046 6.405204 -1.968098 -0.01 0.00 0.01
H 0.007640 6.540878 -0.485821 0.01 -0.01 0.02
H -0.615078 4.589727 -2.311704 0.01 0.00 -0.03
H -0.683512 4.229644 -0.573052 -0.01 0.01 -0.01
C -4.128278 -2.137338 -1.403367 -0.05 -0.01 -0.01
N -2.905631 -1.578970 -0.849077 0.00 0.15 -0.12
C -1.971998 -2.561312 -0.323160 0.00 0.07 0.01
P -2.601065 0.030443 -0.911009 -0.27 -0.15 0.05
O -1.116444 0.261789 -0.900053 0.20 0.10 -0.09
N -3.207607 0.685751 -2.294531 0.12 -0.12 0.09
C -4.564857 1.177713 -2.450799 -0.02 0.01 0.00
C -2.543654 0.337783 -3.546925 0.03 0.01 -0.02
N -3.382581 0.760066 0.334997 0.05 -0.07 -0.07
C -4.383364 0.122689 1.175563 -0.03 -0.01 0.00
C -3.269647 2.200340 0.511106 0.03 0.04 -0.04
H -3.916976 -2.716624 -2.307343 -0.01 0.00 0.02
H -4.838216 -1.350276 -1.652307 0.01 -0.02 -0.02
H -4.607210 -2.797758 -0.675813 0.00 0.00 0.00
H -1.731056 -3.295203 -1.096132 0.03 -0.02 -0.01
H -2.398142 -3.083125 0.538665 0.00 0.02 0.01
H -1.049422 -2.074552 -0.013780 -0.02 0.02 -0.02
H -5.037900 1.319683 -1.482642 -0.01 0.02 0.04
H -5.174511 0.479768 -3.034205 0.00 0.00 0.00
H -4.556215 2.134593 -2.977116 0.00 0.01 0.01
H -1.548651 -0.055001 -3.346712 -0.03 0.01 -0.01
H -2.446497 1.223345 -4.179818 -0.01 0.00 0.01
H -3.112488 -0.418054 -4.098203 0.00 -0.01 0.00
H -4.319515 -0.958514 1.087781 -0.01 0.00 0.00
H -5.395169 0.444655 0.906127 0.00 0.00 0.01
H -4.203794 0.389223 2.218534 0.00 -0.01 0.01
H -2.478211 2.590455 -0.128920 0.00 0.00 0.02
H -3.018522 2.430758 1.547625 0.00 0.00 0.00
H -4.204723 2.710560 0.257632 0.00 -0.01 -0.01
```
Forces are in eV/Å.

[3]
C30H30CrFN2OS2SiTe | the ωB97M-V functional and the def2-TZVPD basis

As for the charge: 0. The HOMO-LUMO gap (spin up / spin down) comes out at 0.2192 / 0.2305 Eh. Its energy relative to the best compared isomer or geometry (same formula, charge and spin) is 0.00 kJ/mol. As for the spin multiplicity: 2.

Geometry as XYZ:
```
69
Properties=species:S:1:pos:R:3:forces:R:3
Cr -0.386118 0.145128 0.030379 -0.42 -0.14 0.69
C -1.442746 -1.733164 3.864502 0.01 -0.34 0.21
Si -1.409317 0.025702 3.221119 -0.02 0.04 -0.14
C -1.084695 1.227462 4.621343 0.06 0.12 0.35
C -3.069304 0.460839 2.526200 -0.30 0.14 -0.06
N -0.172166 0.197929 1.987752 0.46 0.01 -0.45
C 1.179830 0.152905 2.357117 -0.29 -0.23 0.19
C 1.706561 -0.351250 3.567180 -0.20 -0.03 -0.01
C 3.071222 -0.346962 3.839566 -0.09 0.00 -0.05
C 3.987157 0.139167 2.915413 0.00 0.03 -0.01
C 3.511820 0.618347 1.698684 0.27 -0.07 0.07
C 2.161345 0.602411 1.476892 0.02 0.02 -0.03
F 1.709374 1.056227 0.260905 -0.16 0.11 -0.25
H -2.480582 -2.082968 3.962931 0.25 0.06 -0.01
H -0.961642 -1.835159 4.848028 -0.10 -0.01 -0.22
H -0.929895 -2.401487 3.161067 -0.12 0.07 0.12
H -1.321417 0.754742 5.586442 0.05 0.16 -0.18
H -1.736605 2.104135 4.516850 0.13 -0.12 0.05
H -0.049372 1.576457 4.663705 -0.06 -0.02 0.03
H -3.692304 0.929820 3.303587 0.15 -0.11 -0.16
H -3.592769 -0.426891 2.162336 0.03 0.17 0.02
H -2.991400 1.166742 1.689618 -0.07 -0.12 0.19
H 1.025132 -0.775276 4.299815 0.09 0.12 -0.07
H 3.419294 -0.737867 4.789862 -0.05 0.02 -0.08
H 5.051506 0.145412 3.128463 -0.16 -0.02 -0.03
H 4.177362 0.985928 0.924819 -0.09 0.00 0.07
S -0.151875 0.694425 -2.412613 -0.04 0.00 0.09
C -0.434119 2.153104 -1.588281 0.16 0.22 0.03
N -0.801023 2.093061 -0.326060 -0.08 0.46 0.19
C -0.773003 3.344313 0.304399 -0.13 -0.49 -0.08
C -1.034628 3.595416 1.645353 -0.05 -0.05 0.14
C -0.972835 4.900132 2.100323 -0.02 0.02 0.01
C -0.656901 5.950950 1.234016 0.01 -0.05 -0.04
C -0.394832 5.706179 -0.104151 0.00 0.07 -0.02
C -0.452748 4.392783 -0.554232 0.12 0.05 -0.23
S -0.110574 3.763595 -2.148570 -0.03 0.21 -0.11
H -1.268028 2.772775 2.309821 0.02 0.09 -0.06
H -1.173135 5.109162 3.145161 0.03 -0.01 -0.07
H -0.604549 6.963862 1.613223 -0.02 -0.03 -0.02
H -0.138840 6.514532 -0.781771 -0.04 -0.08 0.09
Te -2.436978 -1.389110 -0.557013 0.27 -0.06 0.23
C -4.319053 -0.486767 -0.317397 0.00 0.20 -0.10
C -4.499161 0.892469 -0.425606 -0.20 -0.09 -0.08
C -5.757045 1.450731 -0.229082 0.03 -0.07 -0.01
C -6.846984 0.636078 0.061776 0.08 -0.05 0.01
C -6.673093 -0.740944 0.148663 0.02 0.02 -0.01
C -5.413088 -1.301815 -0.035365 -0.09 0.08 0.00
H -3.655810 1.530614 -0.665677 0.00 -0.02 0.02
H -5.885039 2.525963 -0.307046 0.00 -0.09 0.01
H -7.826026 1.071792 0.221060 0.03 -0.01 -0.02
H -7.521030 -1.384989 0.363459 0.09 0.08 -0.01
H -5.281536 -2.377771 0.047337 -0.02 0.13 0.00
C 0.880773 -3.624422 0.808404 0.12 -0.34 0.17
C 1.341688 -2.443205 0.029605 1.11 -0.93 0.03
O 0.609966 -1.493305 -0.070808 -0.61 1.01 -0.52
C 2.688253 -2.403376 -0.587151 -0.08 -0.10 0.02
C 3.646533 -3.344608 -0.228471 0.09 -0.16 0.06
C 4.924129 -3.273422 -0.758951 0.06 -0.03 0.02
C 5.239470 -2.271412 -1.665888 -0.01 0.08 -0.05
C 4.277913 -1.338936 -2.046368 -0.05 -0.04 0.05
C 3.004211 -1.398572 -1.502035 0.05 0.01 -0.05
H -0.183336 -3.533408 1.004030 -0.07 0.03 0.00
H 1.419469 -3.660721 1.761905 -0.03 -0.01 -0.07
H 1.089605 -4.546553 0.263541 -0.03 0.00 0.08
H 3.400126 -4.133175 0.473911 0.05 0.08 -0.04
H 5.673835 -3.999244 -0.466252 -0.05 0.05 -0.02
H 6.239145 -2.219271 -2.082871 -0.07 0.00 0.02
H 4.519593 -0.565475 -2.766579 -0.01 -0.06 0.06
H 2.246056 -0.681756 -1.793438 0.02 0.03 0.03
```
Forces are in eV/Å.

[4]
C3H9CaNOS | the ωB97M-V functional and the def2-TZVPD basis

As for the charge: +2. The HOMO-LUMO gap comes out at 0.1820 Eh.

Geometry as XYZ:
```
16
Properties=species:S:1:pos:R:3:forces:R:3
N 0.643580 1.170997 -1.266238 -0.35 0.32 -1.72
C -0.391489 0.092274 -1.171618 -0.46 0.16 0.34
C -1.119014 0.029758 0.214090 -0.62 -0.42 -0.99
O -0.821866 -1.211001 0.801969 0.33 0.66 0.61
C 0.005018 -1.075253 1.947273 0.11 -1.30 -0.48
S 1.680360 -0.379894 1.604680 0.19 0.62 -0.19
H 0.269279 1.960354 -0.744189 0.45 0.04 0.36
H 1.516857 0.874275 -0.838464 -0.10 0.10 0.54
H 0.051685 -0.895090 -1.347550 -0.03 0.30 -0.05
H -1.166251 0.276594 -1.950708 0.30 -0.05 0.17
H -2.200361 0.053310 0.015767 0.22 -0.07 0.12
H -0.894185 0.898412 0.848438 0.20 -0.21 -0.11
H 0.154275 -2.086096 2.337225 -0.16 0.22 -0.12
H -0.511948 -0.483417 2.713567 0.59 0.23 -0.11
H 2.118319 -1.021818 0.469544 -0.68 -0.29 0.84
Ca 0.665740 1.796596 -3.633786 0.00 -0.32 0.79
```
Forces are in eV/Å.

[5]
C4H13Cl2NP | the ωB97M-V functional and the def2-TZVPD basis

As for the charge: +1. The HOMO-LUMO gap comes out at 0.3511 Eh. Its energy relative to the best compared isomer or geometry (same formula, charge and spin) is 127.37 kJ/mol.

Geometry as XYZ:
```
21
Properties=species:S:1:pos:R:3:forces:R:3
N 1.455381 2.061090 -0.613540 0.19 -0.88 -1.11
C 0.382338 2.040649 -1.680140 0.02 -1.42 -0.39
C -0.246812 0.495292 -1.792375 -0.59 1.52 -0.13
P 1.256318 -0.656595 -2.124279 -1.56 0.64 0.08
H 2.426587 2.067563 -1.041327 -1.77 0.11 0.90
H 1.366528 1.249469 0.059034 0.09 1.48 -0.97
H 0.859530 2.250407 -2.737436 -1.07 0.01 2.17
H -0.539424 2.733846 -1.470356 2.03 -1.18 -0.34
H -1.016696 0.531999 -2.696000 1.72 -0.65 1.87
H -0.799738 0.209617 -0.780687 1.41 0.40 -2.20
H 2.525755 -0.010037 -1.878643 -1.02 -0.55 -0.21
H 1.205621 -1.053808 -3.522682 0.20 0.04 1.26
H 1.130243 -1.770022 -1.219099 0.38 0.53 -0.86
Cl 0.485238 -0.342069 1.925604 0.21 0.12 -0.06
C -0.766334 -1.584339 2.178388 -0.48 -0.47 0.06
C -1.896726 -1.088448 3.065827 -0.09 0.04 -0.05
Cl -1.373088 -0.846880 4.750859 0.04 0.01 -0.18
H -0.283630 -2.472038 2.598775 -0.04 0.30 -0.01
H -1.156572 -1.845298 1.190053 -0.04 0.06 0.16
H -2.703416 -1.827106 3.087754 0.21 0.04 -0.07
H -2.311102 -0.143292 2.700271 0.17 -0.18 0.08
```
Forces are in eV/Å.

[6]
BH4N | the ωB97M-V functional and the def2-TZVPD basis

As for the charge: 0. The HOMO-LUMO gap (spin up / spin down) comes out at 0.3492 / 0.3431 Eh. Its energy relative to the best compared isomer or geometry (same formula, charge and spin) is 433.92 kJ/mol.

Geometry as XYZ:
```
6
Properties=species:S:1:pos:R:3:forces:R:3
B 0.840920 0.029893 0.079101 0.52 0.97 -0.64
N -0.482114 0.251844 0.094603 -3.47 -1.56 -0.37
H 1.562411 1.015762 0.279250 -0.42 -0.74 0.20
H 1.210338 -0.979255 -0.387937 0.48 -0.44 0.12
H -1.335389 0.736638 0.337143 0.92 0.35 0.10
H -1.796164 -1.054883 -0.402159 1.96 1.42 0.58
```
Forces are in eV/Å.

[7]
C3H5N5 | the ωB97M-V functional and the def2-TZVPD basis

As for the charge: 0. The structure (SMILES) is [H]/N=c1\nc[nH]n1N=C. The HOMO-LUMO gap comes out at 0.3330 Eh. Its energy relative to the best compared isomer or geometry (same formula, charge and spin) is 567.53 kJ/mol.

Geometry as XYZ:
```
13
Properties=species:S:1:pos:R:3:forces:R:3
C 2.369934 -0.290996 0.015793 -3.16 0.02 -0.81
C -2.133095 -0.331143 0.041806 -2.31 0.39 -1.92
C -0.325820 0.852048 -0.128205 -6.77 -4.98 -1.03
H 1.914090 0.669200 0.548322 2.96 -1.12 -1.06
H 3.410332 -0.641657 -0.588527 -3.14 0.92 2.30
H -1.217022 -2.103081 0.438368 0.28 -1.51 1.49
H -3.252812 -0.683320 0.392119 3.03 1.05 -1.31
H 0.430905 2.774869 -0.079737 -0.64 -3.52 0.22
N 1.263053 -0.984496 -0.246375 1.51 -0.93 -1.12
N -0.017127 -0.510001 0.044529 3.38 -0.02 0.55
N -1.147520 -1.335343 -0.153892 -0.73 3.81 -0.33
N -1.782924 0.904116 -0.335307 0.25 -2.80 2.48
N 0.488005 1.679807 0.051100 5.33 8.70 0.53
```
Forces are in eV/Å.

E: -4075.72103 -5823.21025 -3844.22470 -1324.84004 -1476.35712 -81.85298 -390.90225 (Eh)
Max |F|: 6.732 0.718 1.447 1.780 2.647 3.821 10.218 (eV/A)